DFT (ωB97M-V with the def2-TZVPD basis set) results for 2 unconnected molecules or ions with the total composition C20H42BClF4N7O6PSi.

Output
Energy (eV): -85364.94229
Frontier orbital gap (eV): 7.16
Charge: 0

Last column: Löwdin charge in e.
Geometry (Å):
Cl 0.18 1.86 -3.80  0.75
P 2.03 -2.09 1.50  1.02
Si 6.05 -0.89 -1.31  0.48
F -8.25 0.62 -3.01  0.03
F -6.77 0.03 -1.25  0.01
F -5.93 1.04 -3.23  0.02
F -6.74 -1.19 -3.28  0.02
O 4.39 -0.29 -1.42  -0.30
O 1.96 -2.93 3.02  -0.31
O -1.36 0.00 -2.28  -0.22
O 2.31 2.63 -0.49  -0.05
O 3.41 -0.99 1.69  -0.34
O 0.15 3.45 -1.64  -0.12
N -6.29 -0.35 4.35  0.07
N -3.78 -0.58 4.08  -0.05
N 0.52 -1.12 1.20  -0.15
N 1.12 5.02 -3.69  0.12
N 1.72 0.18 -0.59  0.01
N -5.16 1.49 3.11  0.04
N -0.77 0.70 0.06  0.01
C 6.47 -2.33 -2.52  -0.22
C -1.93 -2.16 1.06  -0.14
C 3.46 -1.32 -1.92  -0.21
C -0.21 3.22 3.20  -0.12
C 0.20 1.93 2.22  -0.23
C 6.50 -1.46 0.51  -0.22
C -0.74 -1.46 2.01  -0.17
C -3.66 -1.82 3.20  -0.21
C 7.19 0.67 -1.63  -0.21
C -3.21 -1.03 -3.69  -0.07
C -3.36 -1.49 1.61  -0.17
C 1.70 1.51 -1.29  -0.25
C -0.94 1.82 1.06  -0.15
C 0.49 -0.09 0.24  -0.13
C 0.26 1.98 -1.91  -0.47
C 0.49 4.22 -2.85  -0.24
C 1.87 -0.84 -1.74  -0.11
C -5.09 0.15 3.86  -0.38
C -1.03 1.12 -1.37  -0.25
C -2.80 0.18 -2.65  -0.21
B -6.92 0.13 -2.69  -1.06
H -3.34 -0.30 1.53  0.10
H 7.65 -1.75 0.50  0.06
H -1.97 -3.30 1.31  0.12
H 5.99 -2.23 -3.58  0.05
H 3.70 -1.62 -3.04  0.13
H 2.44 1.40 -2.23  0.17
H -1.18 2.98 3.81  0.08
H 3.59 -2.30 -1.28  0.11
H 7.65 -2.31 -2.67  0.07
H -2.31 -1.80 -3.71  0.08
H -4.68 -2.42 3.35  0.14
H 1.38 -0.48 -2.74  0.12
H -2.78 -2.47 3.68  0.12
H 0.26 1.01 2.95  0.10
H 5.85 -2.42 0.71  0.04
H 1.28 2.15 1.85  0.11
H 8.20 0.60 -1.04  0.05
H -4.22 -1.59 -3.37  0.10
H 1.95 -2.31 3.81  0.08
H -1.96 1.84 -1.37  0.19
H -1.79 -1.90 -0.07  0.11
H 0.73 3.35 3.93  0.10
H 3.96 -1.41 2.44  0.08
H -1.23 -0.52 2.53  0.10
H 1.27 -1.81 -1.40  0.13
H 3.25 2.78 -0.87  0.14
H -1.07 2.89 0.59  0.15
H -3.51 0.16 -1.70  0.14
H -1.97 1.61 1.62  0.12
H 7.32 0.91 -2.78  0.05
H -0.54 -2.24 2.86  0.12
H -5.53 1.23 2.16  0.09
H -7.02 0.36 4.06  0.05
H -2.99 0.08 3.93  0.08
H -0.27 4.19 2.54  0.09
H -2.94 1.21 -3.23  0.14
H -4.15 1.74 2.94  0.04
H 6.28 -0.58 1.26  0.05
H 6.22 -3.36 -2.02  0.05
H -3.41 -0.61 -4.77  0.10
H -4.26 -1.89 0.98  0.13
H 6.61 1.60 -1.17  0.05